[1]
The following is a DFT calculation (ωB97M-V/def2-TZVPD) of a cluster of 14 separate species, C17H61FNO14 in total in a non-equilibrium geometry.

Computed properties:
**HOMO**: -1.8 eV
**Frontier orbital gap**: 0.143 Eh
**E**: -1891.95764 Ha
**Net charge**: -1
**F_max**: 2.324 eV/A

CARTESIAN COORDINATES (ANGSTROEM)
C 4.0752 3.2743 -1.5351
C 3.4681 1.9368 -2.0262
O 2.4874 1.3511 -1.1665
N 1.9278 2.2572 -0.2336
C 0.5293 2.4095 -0.5479
C 0.2520 2.6817 -2.0697
F 0.0749 3.5925 0.1582
H 4.6591 3.0497 -0.6280
H 4.7919 3.6692 -2.2966
H 3.3418 4.0679 -1.3665
H 4.3080 1.2108 -2.0716
H 3.1173 2.0693 -3.0756
H -0.0770 1.5686 -0.1393
H 0.5317 1.8507 -2.7284
H -0.8231 2.9033 -2.1706
H 0.7861 3.6172 -2.3072
C 1.0829 1.6363 3.6297
O 0.9544 0.6173 2.6547
H 0.6244 1.2885 4.5563
H 2.1390 1.8552 3.8117
H 0.5736 2.5435 3.2945
H 1.3706 0.9509 1.8342
C 0.9822 -2.4540 0.3485
O 0.4193 -1.2118 0.7379
H 0.8641 -2.5665 -0.7285
H 2.0472 -2.4750 0.5987
H 0.4644 -3.2731 0.8579
H 0.5337 -1.1229 1.6902
C -0.0630 -3.7285 4.0115
O 0.8687 -4.5266 3.2781
H -0.9928 -3.6744 3.4476
H -0.2585 -4.1768 4.9826
H 0.3364 -2.7197 4.1442
H 1.6787 -4.5595 3.7906
C -3.8778 2.6656 -0.1361
O -2.5955 3.0604 -0.6101
H -4.5101 2.4355 -0.9948
H -3.7838 1.7756 0.4919
H -4.3234 3.4810 0.4344
H -2.0465 3.2582 0.1555
C -3.3560 -0.9886 -1.2756
O -3.0451 -0.7081 0.0821
H -4.4226 -1.1968 -1.3462
H -3.1164 -0.1280 -1.9050
H -2.7960 -1.8640 -1.6189
H -2.0988 -0.5262 0.1273
C -7.1874 5.0834 1.0037
O -5.8380 4.7811 1.3307
H -7.6553 4.1816 0.6141
H -7.7308 5.4126 1.8946
H -7.2273 5.8661 0.2401
H -5.4379 5.5834 1.6729
C -4.6056 -3.0902 -4.1549
O -4.6103 -1.6699 -4.2342
H -3.5757 -3.4225 -4.0475
H -5.1813 -3.4244 -3.2871
H -5.0287 -3.5237 -5.0662
H -5.5220 -1.3910 -4.3273
C -3.0160 6.4083 0.0776
O -2.4994 5.7929 1.2510
H -3.9435 6.9207 0.3340
H -2.3018 7.1382 -0.3146
H -3.2223 5.6487 -0.6809
H -1.6830 5.3443 1.0054
C 4.3402 -5.4143 4.6562
O 3.7754 -4.1699 5.0637
H 4.2179 -5.5093 3.5793
H 5.4057 -5.4447 4.8984
H 3.8272 -6.2448 5.1494
H 3.8902 -4.0983 6.0122
C -0.5179 -7.1235 1.3773
O 0.8331 -7.3774 1.7296
H -0.9449 -8.0369 0.9659
H -1.0847 -6.8269 2.2642
H -0.5636 -6.3323 0.6244
H 1.1872 -6.5568 2.0904
C 6.7838 3.0031 -5.2468
O 6.6697 3.6223 -3.9691
H 5.9182 2.3664 -5.3979
H 6.8111 3.7630 -6.0330
H 7.6911 2.3927 -5.2920
H 7.4395 4.1798 -3.8492
C -3.2729 -4.3009 6.0686
O -1.9482 -3.9541 6.4604
H -3.2613 -4.5507 5.0100
H -3.6230 -5.1672 6.6372
H -3.9492 -3.4574 6.2293
H -1.9722 -3.7359 7.3934
C 5.3979 0.0078 -7.6028
O 5.4417 1.4275 -7.7064
H 6.4188 -0.3612 -7.5311
H 4.8462 -0.2906 -6.7078
H 4.9228 -0.4235 -8.4885
H 4.5366 1.7379 -7.7671

Löwdin population analysis, charges in e, atoms 1 to 6: atom 1 (C): -0.12, atom 2 (C): -0.30, atom 3 (O): -0.28, atom 4 (N): -0.12, atom 5 (C): -0.45, atom 6 (C): -0.05

=====

[2]
The following is a DFT calculation (ωB97M-V/def2-TZVPD) of the ion C7H15N2O with charge +1 in a non-equilibrium geometry.

Computed properties:
**HOMO**: -12.3 eV
**Frontier orbital gap**: 0.333 Eh
**E**: -460.15985 Ha
**Net charge**: +1
**SMILES**: C=C(C)O[C@@H](C)N/C=[NH+]\C
**Relative energy (zero: lowest compared OMol25 entry of this formula, charge and spin)**: 71.0 kcal/mol
**F_max**: 4.752 eV/A

CARTESIAN COORDINATES (ANGSTROEM)
C 2.5973 0.8376 -1.6552
C 2.2300 0.6034 -0.3966
C 2.9597 1.1287 0.7914
O 1.3631 -0.4069 0.1240
C 0.2784 -1.0804 -0.5059
C 0.0770 -2.4593 0.0059
N -0.8334 -0.2923 -0.1115
C -2.0152 0.0225 -0.6703
N -3.0170 0.6729 -0.1164
C -3.0886 1.0914 1.2949
H 2.1049 0.3614 -2.5373
H 3.3605 1.4863 -2.0117
H 2.3052 1.0126 1.7304
H 3.3971 2.0838 0.8283
H 3.8339 0.4676 1.0697
H 0.2679 -0.9426 -1.6133
H 1.1162 -2.9936 -0.0172
H -0.6457 -3.0364 -0.5462
H -0.1893 -2.5242 1.0848
H -0.6953 -0.0033 0.8189
H -2.4129 -0.3276 -1.6956
H -3.8695 0.7825 -0.7687
H -2.7157 0.2093 1.9189
H -4.0538 1.3275 1.5606
H -2.3548 1.9792 1.4182

natural (NBO) population analysis, charges in e, atoms 1 to 6: atom 1 (C): -0.48, atom 2 (C): 0.31, atom 3 (C): -0.67, atom 4 (O): -0.54, atom 5 (C): 0.26, atom 6 (C): -0.65

=====

[3]
The following is a DFT calculation (ωB97M-V/def2-TZVPD) of a cluster of 2 separate species, C4H9O3 in total in a non-equilibrium geometry.

Computed properties:
**HOMO**: -4.0 eV
**Frontier orbital gap**: 0.288 Eh
**E**: -383.58212 Ha
**Net charge**: -1
**Relative energy (zero: lowest compared OMol25 entry of this formula, charge and spin)**: 15.3 kcal/mol
**F_max**: 1.079 eV/A

CARTESIAN COORDINATES (ANGSTROEM)
C -1.3454 -1.2132 -0.1984
O -2.6931 -1.7508 -0.1444
C -1.1624 -0.6379 -1.5767
H -1.1596 -0.4162 0.5156
H -0.5990 -1.9891 -0.0119
H -2.8458 -2.1093 0.7323
H -1.8167 0.2137 -1.7712
H -0.1351 -0.2991 -1.6783
H -1.3501 -1.4184 -2.3257
O 0.1879 1.6276 0.2791
C 1.1950 0.9465 0.5882
O 1.2720 -0.3131 0.5236
C 2.3987 1.7040 1.1544
H 3.0729 0.9786 1.6101
H 2.9240 2.2701 0.3842
H 2.0569 2.4066 1.9192

natural (NBO) population analysis, charges in e, atoms 1 to 6: atom 1 (C): -0.08, atom 2 (O): -0.76, atom 3 (C): -0.62, atom 4 (H): 0.21, atom 5 (H): 0.16, atom 6 (H): 0.45

=====

[4]
The following is a DFT calculation (ωB97M-V/def2-TZVPD) of a structure of composition C36H29ClCuN5O3S3.

Computed properties:
**HOMO (spin up / spin down)**: -5.1 / -5.1 eV
**Frontier orbital gap (spin up / spin down)**: 0.265 / 0.266 Eh
**E**: -5184.08366 Ha
**Net charge**: -1
**Spin multiplicity**: 2
**Relative energy (zero: lowest compared OMol25 entry of this formula, charge and spin)**: 5.0 kcal/mol
**F_max**: 0.337 eV/A

CARTESIAN COORDINATES (ANGSTROEM)
Cu -1.0496 -1.2109 0.3382
C -3.7467 -2.4463 3.3931
C -3.8897 -3.8066 3.1520
C -3.2261 -4.3713 2.0764
C -2.4143 -3.5852 1.2546
C -2.2352 -2.2068 1.4788
C -2.9381 -1.6741 2.5693
C -1.7157 -4.2361 0.1123
C -2.3267 -5.3193 -0.5884
C -1.6923 -5.8841 -1.6494
C -0.4197 -5.4009 -2.0415
C 0.3127 -5.9186 -3.1350
C 1.5334 -5.3969 -3.4591
C 2.0782 -4.3406 -2.6946
C 1.3946 -3.8246 -1.6306
C 0.1180 -4.3370 -1.2879
N -0.5411 -3.7702 -0.2416
H -4.2654 -1.9888 4.2285
H -4.5051 -4.4210 3.7983
H -3.3189 -5.4368 1.8960
H -2.8516 -0.6149 2.7861
H -3.3094 -5.6542 -0.2880
H -2.1512 -6.6918 -2.2092
H -0.1129 -6.7322 -3.7119
H 2.0887 -5.7927 -4.3000
H 3.0459 -3.9324 -2.9579
H 1.8011 -3.0210 -1.0271
O 4.2574 3.6953 0.3605
S 3.0888 4.5037 0.6792
O 2.7748 5.5458 -0.2581
N 1.8315 3.5291 0.9789
C 1.4989 3.5195 2.2664
S 0.3541 2.5289 2.9642
C 2.3124 4.4836 3.0900
C 2.2209 4.7541 4.4448
C 3.0958 5.6843 4.9891
C 4.0460 6.3293 4.1991
C 4.1425 6.0552 2.8411
C 3.2598 5.1294 2.3226
H 1.4803 4.2390 5.0421
H 3.0427 5.9131 6.0459
H 4.7163 7.0497 4.6500
H 4.8753 6.5452 2.2143
N 3.3994 0.8376 1.9386
C 3.6719 0.0385 0.8675
S 3.2014 -1.5592 0.8790
N 4.3595 0.7008 -0.1009
C 4.7318 0.3388 -1.4039
C 4.7296 -0.9548 -1.9201
C 5.0905 -1.1589 -3.2464
C 5.4637 -0.1076 -4.0675
C 5.4874 1.1785 -3.5414
C 5.1275 1.4010 -2.2255
H 2.6051 0.5595 2.5067
H 3.4549 1.8373 1.7961
H 4.4379 1.7014 0.0607
H 4.4393 -1.7812 -1.2924
H 5.0798 -2.1685 -3.6385
H 5.7359 -0.2850 -5.0997
H 5.7816 2.0172 -4.1601
H 5.1276 2.4066 -1.8195
Cl 1.2041 -1.0898 -4.6569
C 1.0481 -0.2973 -3.1232
C 1.7712 0.8479 -2.8410
C 1.6061 1.4262 -1.5949
C 0.7595 0.8304 -0.6754
N 0.0694 -0.2799 -0.9600
C 0.2005 -0.8285 -2.1718
H 2.4462 1.2654 -3.5755
H 2.1337 2.3288 -1.3209
H 0.6259 1.2546 0.3123
H -0.3738 -1.7216 -2.3759
C -1.5971 3.3471 -0.2676
C -2.9793 2.7516 -0.2097
O -3.2923 1.6273 -0.3679
H -1.6173 4.4312 -0.2230
H -1.1129 3.0125 -1.1880
H -1.0319 2.9625 0.5832

Löwdin population analysis, charges in e, atoms 1 to 6: atom 1 (Cu): 0.44, atom 2 (C): -0.12, atom 3 (C): -0.12, atom 4 (C): -0.07, atom 5 (C): -0.22, atom 6 (C): -0.18

=====

[5]
The following is a DFT calculation (ωB97M-V/def2-TZVPD) of a cluster of 2 separate species, C6H12O4 in total in a non-equilibrium geometry.

Computed properties:
**HOMO**: -10.2 eV
**Frontier orbital gap**: 0.394 Eh
**E**: -536.73434 Ha
**Net charge**: 0
**SMILES**: C[C@H]1C(=O)OC[C@]1(C)O.O
**Relative energy (zero: lowest compared OMol25 entry of this formula, charge and spin)**: 44.4 kcal/mol
**F_max**: 5.219 eV/A

CARTESIAN COORDINATES (ANGSTROEM)
C 0.5651 1.7731 -1.1026
C 0.3294 0.2804 -0.8726
C 1.6063 -0.4220 -0.4242
O 2.7328 -0.2086 -0.8009
O 1.3752 -0.7678 1.1231
C 0.1525 -0.1364 1.5025
C -0.7045 -0.0428 0.2289
C -1.8541 0.9383 0.3715
O -1.2079 -1.3404 -0.0990
H 0.9420 2.2695 -0.1976
H 1.3019 1.9128 -1.9029
H -0.3634 2.2659 -1.4146
H 0.0105 -0.1927 -1.8115
H -0.3550 -0.7214 2.2800
H 0.3987 0.8624 1.8864
H -1.5081 1.9066 0.7521
H -2.3400 1.0939 -0.6008
H -2.5962 0.5460 1.0817
H -1.6841 -1.7096 0.6519
O 1.4167 -2.8043 -0.4940
H 1.2701 -2.5039 0.6406
H 0.5120 -2.9991 -0.7981

natural (NBO) population analysis, charges in e, atoms 1 to 6: atom 1 (C): -0.60, atom 2 (C): -0.37, atom 3 (C): 0.88, atom 4 (O): -0.52, atom 5 (O): -0.61, atom 6 (C): -0.09

=====

[6]
The following is a DFT calculation (ωB97M-V/def2-TZVPD) of a cluster of 2 separate species, C2H3NO in total in a non-equilibrium geometry.

Computed properties:
**HOMO**: -10.3 eV
**Frontier orbital gap**: 0.356 Eh
**E**: -207.90052 Ha
**Net charge**: 0
**SMILES**: C#N.C=O
**Relative energy (zero: lowest compared OMol25 entry of this formula, charge and spin)**: 61.0 kcal/mol
**F_max**: 5.408 eV/A

CARTESIAN COORDINATES (ANGSTROEM)
C 1.3022 -0.2544 -0.7359
N 2.3668 0.1576 -0.4584
H 0.4625 -0.3452 -1.4659
C -1.0775 0.1210 0.5799
O -0.2805 -0.8701 0.5294
H -2.0129 0.0367 1.1450
H -0.7606 1.1544 0.4059

natural (NBO) population analysis, charges in e, atoms 1 to 6: atom 1 (C): 0.08, atom 2 (N): -0.37, atom 3 (H): 0.22, atom 4 (C): 0.26, atom 5 (O): -0.48, atom 6 (H): 0.14